(1)
Below is 6 unconnected molecules or ions with the total composition CH14O6 at a distorted geometry, with properties calculated with the ωB97M-V functional and the def2-TZVPD basis.

Output
maximum force: 4.39 eV/A
LUMO: 0.29 eV
E: -13548.2291 eV
SMILES: CO.O.O.O.O.O
gap between HOMO and LUMO: 10.25 eV

Structure (ORCA input):
```
! RIJCOSX wB97M-V def2-TZVPD def2/J DEFGRID3
* xyz 0 1
C 3.11 2.46 -0.55
O 2.35 1.84 -1.66
H 4.16 2.30 -0.81
H 2.87 3.51 -0.35
H 2.83 1.97 0.36
H 1.52 1.43 -1.27
H 1.37 -1.07 -0.93
H 0.31 -1.07 0.26
O 0.66 -0.48 -0.49
H -0.90 -1.90 2.16
H 0.45 -1.83 2.97
O -0.09 -1.40 2.28
H -2.33 -2.96 1.01
H -2.90 -1.55 1.37
O -2.70 -2.36 1.82
H 0.21 -0.21 -3.35
H 1.44 0.52 -3.60
O 1.20 -0.40 -3.36
H -4.52 0.99 2.31
H -3.08 1.18 1.95
O -3.94 0.80 1.57
*
```

Löwdin population analysis, charges in e, atoms 1 to 6: number 1, C, carries -0.115; number 2, O, carries -0.182; number 3, H, carries 0.075; number 4, H, carries 0.070; number 5, H, carries 0.055; number 6, H, carries 0.060

***

(2)
Below is a molecular structure, C56H46F3NO2P2PdS2 at a distorted geometry, with properties calculated with the ωB97M-V functional and the def2-TZVPD basis.

Output
maximum force: 1.06 eV/A
LUMO: -5.67 eV
E: -116273.5048 eV
gap between HOMO and LUMO: 6.57 eV

Structure (ORCA input):
```
! RIJCOSX wB97M-V def2-TZVPD def2/J DEFGRID3
* xyz 2 1
Pd 0.74 -0.38 -0.33
O 1.65 -1.43 2.34
S 0.64 -0.48 1.87
C -0.89 -0.94 2.58
C -1.30 -0.27 3.72
C -2.28 -0.78 4.59
C -2.78 -2.02 4.33
C -3.75 -2.88 5.10
C -3.91 -4.17 4.24
C -3.03 -3.94 3.04
C -2.78 -4.72 1.94
C -1.96 -4.18 0.93
C -1.35 -2.94 1.02
P -0.62 -2.28 -0.47
C -1.99 -2.08 -1.63
C -3.31 -2.12 -1.20
C -4.34 -1.90 -2.10
C -4.07 -1.63 -3.42
C -2.75 -1.58 -3.86
C -1.72 -1.79 -2.97
C 0.45 -3.59 -1.10
C 0.06 -4.41 -2.16
C 0.91 -5.42 -2.60
C 2.13 -5.62 -1.98
C 2.50 -4.82 -0.90
C 1.66 -3.81 -0.47
C -1.51 -2.17 2.20
C -2.40 -2.69 3.15
C 1.00 1.13 2.52
C 1.87 1.01 3.61
C 2.18 2.09 4.45
C 1.56 3.28 4.21
C 1.64 4.59 4.95
C 0.68 5.54 4.19
C 0.17 4.72 3.04
C -0.68 5.05 2.02
C -0.94 4.07 1.05
C -0.42 2.79 1.08
P -0.62 1.75 -0.38
C 0.09 2.76 -1.73
C 1.06 3.72 -1.49
C 1.68 4.37 -2.55
C 1.32 4.08 -3.86
C 0.36 3.11 -4.10
C -0.25 2.45 -3.05
C -2.41 1.74 -0.67
C -3.07 2.57 -1.57
C -4.46 2.57 -1.64
C -5.20 1.77 -0.79
C -4.55 0.95 0.12
C -3.17 0.93 0.18
C 0.40 2.40 2.17
C 0.70 3.41 3.10
H -0.83 0.66 3.99
H -2.56 -0.21 5.47
H -4.69 -2.37 5.25
H -3.35 -3.11 6.09
H -4.94 -4.33 3.93
H -3.60 -5.06 4.78
H -3.22 -5.69 1.81
H -1.82 -4.76 0.03
H -3.54 -2.32 -0.17
H -5.37 -1.94 -1.75
H -4.88 -1.46 -4.12
H -2.54 -1.38 -4.90
H -0.70 -1.75 -3.31
H -0.89 -4.27 -2.66
H 0.60 -6.05 -3.42
H 2.78 -6.42 -2.31
H 3.44 -4.99 -0.40
H 1.95 -3.20 0.39
H 2.28 0.04 3.82
H 2.86 1.95 5.28
H 2.66 4.96 4.97
H 1.34 4.45 6.00
H 1.20 6.43 3.84
H -0.14 5.88 4.82
H -1.13 6.02 1.94
H -1.56 4.35 0.21
H 1.35 3.97 -0.48
H 2.43 5.13 -2.36
H 1.79 4.60 -4.68
H 0.07 2.88 -5.12
H -1.00 1.69 -3.25
H -2.51 3.23 -2.22
H -4.95 3.22 -2.35
H -6.28 1.78 -0.84
H -5.12 0.33 0.80
H -2.68 0.29 0.90
F 7.42 0.33 -2.03
C 7.03 1.04 -0.96
F 7.80 0.69 0.07
F 7.27 2.33 -1.23
C 5.56 0.81 -0.68
C 4.62 1.39 -1.51
C 3.28 1.13 -1.27
N 2.86 0.34 -0.27
C 3.78 -0.19 0.54
C 5.14 0.01 0.37
H 4.90 2.04 -2.33
H 2.51 1.58 -1.87
H 3.40 -0.81 1.35
H 5.85 -0.44 1.05
C 0.89 -0.54 -4.96
S 1.92 -0.31 -3.53
C 3.11 -1.61 -3.80
O 1.09 -0.85 -2.37
H 1.37 -0.04 -5.80
H -0.06 -0.06 -4.76
H 0.75 -1.60 -5.18
H 3.61 -1.45 -4.75
H 2.59 -2.57 -3.78
H 3.84 -1.57 -2.99
*
```

Löwdin population analysis, charges in e, atoms 1 to 6: number 1, Pd, carries 0.522; number 2, O, carries -0.413; number 3, S, carries 0.817; number 4, C, carries -0.295; number 5, C, carries -0.017; number 6, C, carries 0.021

***

(3)
Below is a molecular structure, C56H49N6O3P2S2Zn at a distorted geometry, with properties calculated with the ωB97M-V functional and the def2-TZVPD basis.

Output
maximum force: 2.77 eV/A
LUMO: 2.12 eV
E: -162620.1965 eV
gap between HOMO and LUMO: 6.61 eV

Structure (ORCA input):
```
! RIJCOSX wB97M-V def2-TZVPD def2/J DEFGRID3
* xyz -1 1
Zn 2.95 0.21 2.10
N 7.13 0.27 -4.30
C 6.87 0.27 -2.95
C 7.86 0.58 -2.00
C 7.55 0.52 -0.64
C 6.32 0.09 -0.20
C 5.32 -0.18 -1.16
C 5.60 -0.07 -2.52
S 5.83 0.07 1.52
O 6.99 0.44 2.33
O 5.10 -1.18 1.79
N 4.65 1.12 1.55
C 4.75 2.26 0.88
N 3.61 2.91 0.57
C 3.70 4.04 -0.10
C 4.93 4.57 -0.53
C 6.04 3.79 -0.20
N 5.99 2.69 0.49
H 7.98 0.75 -4.58
H 6.38 0.32 -4.90
H 8.89 0.85 -2.32
H 8.26 0.88 0.09
H 4.35 -0.41 -0.79
H 4.83 -0.40 -3.21
H 2.78 4.60 -0.32
H 4.96 5.51 -1.11
H 7.05 4.02 -0.48
C -6.08 0.78 -2.08
C -6.08 0.33 -0.60
C -7.53 0.34 -0.15
C -5.17 1.22 0.19
C -5.62 2.22 1.00
C -4.69 3.10 1.55
C -3.34 2.95 1.35
C -2.86 1.93 0.55
P -1.03 1.63 0.27
C -0.91 1.84 -1.60
C -1.94 1.57 -2.49
C -1.67 1.57 -3.85
C -0.42 1.77 -4.36
C 0.63 1.91 -3.50
C 0.38 1.94 -2.14
C -0.51 3.33 0.82
C -0.60 4.52 0.12
C -0.35 5.71 0.75
C 0.07 5.76 2.05
C 0.25 4.59 2.77
C -0.07 3.39 2.14
C -3.79 0.98 0.09
O -3.30 -0.19 -0.56
C -4.14 -1.30 -0.68
C -3.57 -2.57 -0.89
C -4.40 -3.66 -0.65
C -5.75 -3.50 -0.32
C -6.29 -2.24 -0.43
C -5.50 -1.10 -0.52
P -1.79 -2.81 -1.44
C -1.95 -4.40 -2.41
C -1.21 -5.56 -2.17
C -1.39 -6.69 -2.94
C -2.35 -6.77 -3.94
C -3.09 -5.59 -4.21
C -2.85 -4.40 -3.46
C -1.02 -3.40 0.11
C -1.70 -3.75 1.26
C -0.96 -4.14 2.38
C 0.44 -4.19 2.37
C 1.12 -3.83 1.24
C 0.39 -3.37 0.12
H -6.28 1.85 -2.09
H -6.80 0.26 -2.69
H -5.06 0.65 -2.49
H -8.05 1.32 -0.22
H -7.72 -0.04 0.88
H -8.16 -0.30 -0.81
H -6.67 2.41 1.22
H -5.08 3.84 2.20
H -2.63 3.71 1.78
H -2.92 1.45 -2.16
H -2.54 1.50 -4.54
H -0.35 1.84 -5.43
H 1.64 1.99 -3.87
H 1.30 1.99 -1.50
H -0.96 4.56 -0.92
H -0.41 6.66 0.12
H 0.22 6.68 2.55
H 0.54 4.57 3.81
H 0.15 2.47 2.64
H -3.94 -4.66 -0.73
H -6.31 -4.41 -0.15
H -7.32 -2.10 -0.26
H -0.48 -5.52 -1.38
H -0.79 -7.60 -2.73
H -2.53 -7.65 -4.54
H -3.87 -5.59 -4.96
H -3.43 -3.51 -3.70
H -2.77 -3.77 1.27
H -1.45 -4.40 3.34
H 0.96 -4.52 3.27
H 2.17 -3.83 1.27
H 0.91 -2.90 -0.74
S 2.06 -1.14 -2.20
C 2.11 -0.62 -0.70
N 2.09 -0.35 0.44
C 4.24 0.29 5.03
C 2.75 0.00 5.03
C 1.92 -0.31 6.05
C 0.62 -0.60 5.50
C 0.78 -0.40 4.13
C -0.24 -0.50 3.06
N 2.05 -0.04 3.84
H 4.53 0.23 6.07
H 4.57 1.25 4.63
H 4.86 -0.48 4.55
H 2.26 -0.37 7.09
H -0.33 -0.90 5.99
H -0.54 0.48 2.71
H -1.20 -0.88 3.47
H 0.10 -1.05 2.15
*
```

Löwdin population analysis, charges in e, atoms 1 to 6: number 1, Zn, carries 0.749; number 2, N, carries 0.103; number 3, C, carries -0.336; number 4, C, carries -0.030; number 5, C, carries -0.087; number 6, C, carries -0.289

***

(4)
Below is a molecular structure, C52H84BN12O8Pb at a distorted geometry, with properties calculated with the ωB97M-V functional and the def2-TZVPD basis.

Output
maximum force: 1.77 eV/A
LUMO: -5.14 eV
E: -95469.6525 eV
gap between HOMO and LUMO: 7.29 eV

Structure (ORCA input):
```
! RIJCOSX wB97M-V def2-TZVPD def2/J DEFGRID3
* xyz 1 1
Pb 4.59 2.20 2.04
O -2.50 -2.44 1.13
C -1.86 -1.45 1.12
O -0.86 -1.13 0.30
B -0.26 0.15 0.69
O -1.02 0.60 1.84
C -1.95 -0.30 2.17
O -2.66 -0.22 3.11
O -0.30 1.11 -0.43
C 0.89 1.66 -0.58
O 1.20 2.57 -1.28
C 1.85 0.94 0.38
O 1.19 0.01 1.01
O 3.04 1.14 0.50
C -2.05 5.26 2.33
C -1.36 3.97 1.94
C 0.17 4.01 2.05
C 0.78 5.25 1.55
N 1.25 6.22 1.15
H -3.11 5.19 2.11
H -1.64 6.12 1.80
H -1.99 5.46 3.40
H -1.70 3.59 0.97
H -1.69 3.21 2.65
H 0.68 3.18 1.57
H 0.44 3.94 3.11
C 1.79 -3.10 2.63
C 1.38 -2.46 3.95
C 1.67 -0.94 4.02
C 2.98 -0.58 3.47
N 4.02 -0.28 3.08
H 1.64 -4.18 2.67
H 2.86 -2.92 2.45
H 1.27 -2.65 1.79
H 1.96 -2.94 4.74
H 0.32 -2.61 4.14
H 1.69 -0.63 5.07
H 0.93 -0.34 3.50
C -4.55 0.63 -0.11
C -4.62 2.13 0.13
C -3.87 2.95 -0.91
C -4.50 2.92 -2.23
N -4.99 2.91 -3.27
H -5.06 0.31 -1.02
H -4.99 0.12 0.74
H -3.50 0.34 -0.20
H -4.19 2.38 1.11
H -5.65 2.47 0.25
H -2.84 2.59 -1.03
H -3.73 3.99 -0.60
C -0.37 3.98 6.13
C -0.46 2.53 5.69
C -1.84 2.06 5.29
C -2.87 2.23 6.32
N -3.68 2.37 7.12
H 0.65 4.23 6.45
H -1.06 4.26 6.92
H -0.56 4.68 5.30
H -0.03 1.94 6.50
H 0.25 2.34 4.88
H -1.86 1.00 5.05
H -2.18 2.59 4.40
C 0.24 -1.33 -3.35
C 1.40 -1.97 -4.07
C 1.09 -2.53 -5.46
C 0.37 -1.58 -6.30
N -0.19 -0.80 -6.94
H -0.20 -0.49 -3.89
H 0.55 -0.96 -2.37
H -0.57 -2.04 -3.19
H 1.81 -2.80 -3.48
H 2.22 -1.25 -4.18
H 0.52 -3.46 -5.45
H 2.02 -2.78 -5.98
C -4.63 -5.90 0.81
C -3.80 -6.94 0.08
C -4.48 -8.29 0.01
C -5.82 -8.21 -0.60
N -6.86 -8.17 -1.07
H -4.25 -4.87 0.75
H -4.74 -6.13 1.87
H -5.66 -5.87 0.45
H -2.88 -7.02 0.66
H -3.44 -6.61 -0.90
H -4.65 -8.71 1.00
H -3.92 -9.00 -0.59
C 4.35 1.12 -2.67
C 4.77 1.41 -4.11
C 4.52 2.87 -4.51
C 5.44 3.77 -3.82
N 6.12 4.48 -3.22
H 3.28 1.22 -2.49
H 4.89 1.76 -1.96
H 4.65 0.09 -2.46
H 4.21 0.76 -4.79
H 5.83 1.17 -4.21
H 3.51 3.22 -4.30
H 4.65 2.97 -5.58
C -0.36 2.67 -4.14
C 0.51 2.40 -5.36
C 0.60 3.57 -6.33
C 1.66 4.48 -5.92
N 2.50 5.18 -5.56
H -1.42 2.86 -4.32
H 0.06 3.58 -3.68
H -0.17 1.90 -3.40
H 0.16 1.48 -5.82
H 1.51 2.08 -5.05
H -0.35 4.12 -6.31
H 0.73 3.22 -7.35
C 0.57 -4.52 -0.57
C -0.24 -5.10 -1.70
C 0.02 -6.58 -1.97
C -0.15 -7.42 -0.78
N -0.31 -8.07 0.15
H 0.23 -4.84 0.42
H 0.46 -3.43 -0.53
H 1.64 -4.74 -0.63
H -0.03 -4.53 -2.60
H -1.31 -4.97 -1.52
H 1.04 -6.75 -2.31
H -0.65 -6.97 -2.74
C 3.17 7.54 -1.23
C 3.22 6.36 -2.19
C 2.59 5.08 -1.63
C 3.29 4.46 -0.52
N 3.90 3.98 0.33
H 3.71 8.41 -1.60
H 3.61 7.28 -0.26
H 2.13 7.82 -1.04
H 4.26 6.08 -2.42
H 2.73 6.59 -3.13
H 2.48 4.34 -2.43
H 1.54 5.21 -1.34
C -5.72 -3.02 3.18
C -4.47 -2.99 4.05
C -4.65 -1.96 5.17
C -5.82 -2.12 6.03
N -6.74 -2.26 6.71
H -5.58 -3.67 2.31
H -5.95 -2.04 2.77
H -6.56 -3.40 3.76
H -3.57 -2.75 3.49
H -4.33 -3.94 4.56
H -4.69 -0.95 4.73
H -3.75 -1.83 5.78
C 3.77 -2.18 -0.66
C 5.26 -2.50 -0.68
C 6.04 -2.00 0.54
C 5.97 -0.56 0.67
N 5.95 0.59 0.73
H 3.29 -2.58 -1.55
H 3.58 -1.11 -0.58
H 3.31 -2.67 0.21
H 5.70 -2.13 -1.61
H 5.40 -3.59 -0.72
H 7.08 -2.30 0.43
H 5.69 -2.47 1.46
*
```

Löwdin population analysis, charges in e, atoms 1 to 6: number 1, Pb, carries 1.490; number 2, O, carries 0.187; number 3, C, carries -0.383; number 4, O, carries 0.218; number 5, B, carries -0.929; number 6, O, carries 0.211

***

Sequential HOMO level output: -9.963; -12.235; -4.486; -12.432 eV
Sequential energy above the lowest of the compared OMol25 structures with the same formula, charge and spin output: 1.432; 0.610; 0.330; 1.329 eV